Below is the molecule C4H9NOS, with properties calculated with ωB97M-V/def2-TZVPD.

ORCA input file:
```
! RIJCOSX wB97M-V def2-TZVPD def2/J DEFGRID3
* xyz 0 1
N 0.8334 1.5487 1.7321
C 0.6920 1.0002 0.4402
O 1.7253 0.7726 -0.2024
C -0.7871 0.8310 0.0603
C -0.9426 -0.8732 0.2031
C 0.1454 -1.5191 -0.8874
S 0.2103 -0.9538 -2.6413
H 1.7871 1.8568 2.1787
H 0.1146 1.2055 2.4901
H -1.8093 1.1118 0.4854
H -0.9043 0.9925 -1.0518
H -0.8721 -1.2338 1.2726
H -1.8459 -1.1640 -0.3400
H 1.1508 -1.0962 -0.5541
H -0.0638 -2.6992 -0.9655
H 0.5663 0.2202 -2.2200
*
```

Atomic partial charges in e from the Löwdin method, atoms 1 to 2: number 1, N, carries 0.078; number 2, C, carries -0.548

Below is a cluster of 2 separate species, C8H13F8IO2P in total, with properties calculated with ωB97M-V/def2-TZVPD.

ORCA input file:
```
! RIJCOSX wB97M-V def2-TZVPD def2/J DEFGRID3
* xyz 1 1
C -0.7072 1.0011 2.0246
C -1.2418 1.9945 0.8213
C -2.2238 3.1404 1.5267
O -3.6485 2.9804 1.1981
P -4.2977 1.4625 1.7492
I -5.3554 1.6109 4.0132
H -1.2572 1.2271 3.0331
H -0.9582 -0.1169 1.7055
H 0.4513 1.0775 2.1720
H -1.8459 1.4378 -0.0269
H -0.3017 2.5738 0.3909
H -1.9979 3.2551 2.6822
H -1.8766 4.1726 1.0387
H -3.3946 0.3427 1.6746
H -5.4076 1.1416 0.8430
C 3.2918 -2.0292 -1.6283
C 3.1598 -0.5069 -1.4521
C 2.4707 -0.0586 -0.1667
F 1.2206 -0.5484 -0.0367
F 2.3491 1.2955 -0.1378
F 2.5557 0.0132 -2.5533
F 4.4308 0.0099 -1.4525
O 2.2725 -2.6758 -2.3998
C 1.0658 -2.9648 -1.6945
C -0.1254 -2.1186 -2.1680
F 0.1489 -0.7924 -2.1419
F -1.2081 -2.3083 -1.3650
F 1.3000 -2.8561 -0.3651
F 0.8074 -4.2822 -1.9195
H 4.2097 -2.1942 -2.2062
H 3.4725 -2.5449 -0.6777
H 3.0494 -0.3559 0.7103
H -0.4081 -2.3831 -3.1915
*
```

Atomic partial charges in e from the Löwdin method, atoms 1 to 2: number 1, C, carries -0.146; number 2, C, carries -0.210

Below is the molecule C5H8N2O, with properties calculated with ωB97M-V/def2-TZVPD.

ORCA input file:
```
! RIJCOSX wB97M-V def2-TZVPD def2/J DEFGRID3
* xyz 0 1
O 2.2474 -0.8903 -0.2770
C 1.0900 -0.6084 0.3917
C 1.2159 1.0807 0.5540
N 0.2447 1.5306 -0.0856
N -0.7446 0.6747 -0.7392
C -2.1103 0.3468 0.0867
C -1.6890 -1.0374 0.3879
C -0.2630 -0.6721 -0.3207
H 2.2501 -0.1971 -1.0436
H 0.9369 -1.0290 1.3685
H 2.0628 1.6236 0.8831
H -2.6784 -0.0727 -0.8411
H -2.3496 1.0426 0.7523
H -1.6957 -1.1502 1.5044
H -2.3557 -1.7022 -0.1631
H -0.1118 -1.4873 -1.0684
*
```

Atomic partial charges in e from the Löwdin method, atoms 1 to 2: number 1, O, carries -0.040; number 2, C, carries -0.324

One value per record, in order, for F_max: 4.674 4.351 8.395 eV/Å.
One value per record, in order, for energy above the lowest of the compared OMol25 structures with the same formula, charge and spin: 2.7921 2.6227 5.7864 eV.